9
Properties=species:S:1:pos:R:3 method="wB97M-V/def2-TZVPD" homo_ha=-0.614 homo_lumo_gap_ev=10.0 charge=+1 relative_energy_kj_mol=187.7
C 0.077 0.738 0.767
N 0.520 -0.583 0.216
F -1.468 -1.124 -1.271
F 0.278 0.353 -1.920
F 0.592 -1.515 1.254
S 0.150 -1.069 -1.325
H 0.387 1.119 1.719
H -1.027 0.611 0.615
H 0.491 1.469 -0.055


9
Properties=species:S:1:pos:R:3 method="wB97M-V/def2-TZVPD" homo_ha="-0.494 / -0.493" homo_lumo_gap_ev="6.1 / 6.0" charge=+1 relative_energy_kj_mol=349.9
C -0.997 0.799 -1.901
N -0.368 0.468 -0.756
F 0.228 -0.215 3.286
F 1.009 -2.200 2.137
F 2.487 -0.637 2.398
S 0.981 -0.639 1.967
H -1.908 0.367 -2.151
H -0.338 0.280 -2.642
H -1.094 1.777 -2.339


9
Properties=species:S:1:pos:R:3 method="wB97M-V/def2-TZVPD" homo_ha=-0.420 homo_lumo_gap_ev=9.1 charge=0 relative_energy_kj_mol=257.2
C 1.118 -0.916 -0.406
O 0.323 1.249 0.087
F -1.166 -0.279 -1.570
F -1.015 -0.940 1.330
F -2.123 0.874 0.295
Si -0.815 0.030 -0.038
H 1.803 -1.052 0.542
H 1.684 -0.440 -1.276
H 0.191 1.474 1.037


8
Properties=species:S:1:pos:R:3 method="wB97M-V/def2-TZVPD" homo_ha=-0.427 homo_lumo_gap_ev=11.7 charge=0 relative_energy_kj_mol=827.5
C -0.318 0.401 0.711
F 1.054 -0.316 1.843
F -1.229 -0.208 1.384
F -0.310 1.702 1.014
Si 0.143 -0.351 -1.013
H -1.147 -0.728 -1.452
H 0.656 0.759 -1.888
H 1.150 -1.259 -0.599


7
Properties=species:S:1:pos:R:3 method="wB97M-V/def2-TZVPD" homo_ha=-0.600 homo_lumo_gap_ev=6.7 charge=+1 relative_energy_kj_mol=136.3
F -0.781 -1.953 0.757
O -0.923 0.379 -0.506
Ga -1.800 -0.943 -0.151
C 0.573 0.526 -0.054
H 1.188 1.345 -0.475
H 1.156 -0.271 -0.554
H 0.586 0.916 0.982


7
Properties=species:S:1:pos:R:3 method="wB97M-V/def2-TZVPD" homo_ha=-0.353 smiles="C=NI.F" homo_lumo_gap_ev=8.8 charge=0 relative_energy_kj_mol=121.9
C 0.138 0.095 0.876
N 0.274 -0.608 -0.130
I 1.842 -1.703 -1.009
H 0.942 0.377 1.719
H -0.792 0.506 1.115
F -1.325 1.088 -1.425
H -1.079 0.246 -1.147


7
Properties=species:S:1:pos:R:3 method="wB97M-V/def2-TZVPD" homo_ha="-0.313 / -0.313" homo_lumo_gap_ev="7.7 / 7.7" charge=0 relative_energy_kj_mol=235.4
C 0.702 0.690 0.160
F -0.996 -1.186 -1.621
P -1.685 -0.295 -0.502
I 1.721 -0.158 1.887
H 1.182 0.221 -0.777
H 0.528 1.841 0.145
H -1.452 -1.114 0.707


7
Properties=species:S:1:pos:R:3 method="wB97M-V/def2-TZVPD" spin_multiplicity=3 homo_ha="-0.213 / -0.348" homo_lumo_gap_ev="6.4 / 5.7" charge=0 relative_energy_kj_mol=124.4
C -0.271 -0.379 0.430
F 2.086 0.597 -0.098
P 0.527 1.155 -0.089
I -2.354 -0.188 -0.147
H 0.066 -1.471 -0.058
H -0.300 -0.766 1.526
H 0.246 1.051 -1.564


8
Properties=species:S:1:pos:R:3 method="wB97M-V/def2-TZVPD" homo_ha=-0.359 smiles="NNC(=O)F" homo_lumo_gap_ev=10.5 charge=0 relative_energy_kj_mol=32.5
N -0.142 -0.086 0.476
N 0.202 0.398 -0.831
C 0.652 -0.270 -1.986
O 1.082 -1.373 -2.078
F 0.654 0.661 -2.879
H -1.131 -0.356 0.410
H 0.305 -0.923 0.625
H -0.379 1.166 -0.921


8
Properties=species:S:1:pos:R:3 method="wB97M-V/def2-TZVPD" homo_ha=-0.392 smiles="NC(=O)NF" homo_lumo_gap_ev=11.3 charge=0 relative_energy_kj_mol=146.7
N -0.351 -0.534 0.124
C 1.065 -0.629 0.014
O 1.748 -1.673 0.072
N 1.494 0.628 0.014
F 2.936 0.538 -0.089
H -0.840 0.314 -0.174
H -0.742 -1.427 -0.157
H 1.205 1.187 0.848


9
Properties=species:S:1:pos:R:3 method="wB97M-V/def2-TZVPD" homo_ha=-0.124 smiles="N[S@@](=O)([O-])=CF" homo_lumo_gap_ev=7.5 charge=-1 relative_energy_kj_mol=255.9
N 0.335 -0.487 -0.377
S 0.762 0.913 0.603
O 2.213 0.755 0.644
O 0.296 2.000 -0.254
C -0.387 0.812 2.076
F -0.094 -0.399 2.705
H -0.080 -1.283 0.072
H -0.506 0.033 -0.706
H 0.120 1.627 2.796


7
Properties=species:S:1:pos:R:3 method="wB97M-V/def2-TZVPD" homo_ha=-0.360 smiles=FCOS homo_lumo_gap_ev=10.3 charge=0 relative_energy_kj_mol=99.0
F -0.183 -1.424 0.261
C -0.649 -0.260 -0.334
O 0.423 0.564 -0.752
S 1.155 1.290 0.608
H -1.372 0.309 0.363
H -1.305 -0.636 -1.114
H 1.932 0.158 0.967


6
Properties=species:S:1:pos:R:3 method="wB97M-V/def2-TZVPD" homo_ha=-0.344 homo_lumo_gap_ev=9.7 charge=0 relative_energy_kj_mol=241.1
C 0.323 -0.064 0.327
F 1.116 0.848 -0.269
S -1.434 0.146 -0.103
H 0.921 -1.636 -0.173
H 0.316 0.015 1.430
H -1.243 0.692 -1.211


8
Properties=species:S:1:pos:R:3 method="wB97M-V/def2-TZVPD" homo_ha=-0.462 homo_lumo_gap_ev=7.6 charge=+1 relative_energy_kj_mol=66.3
C 1.084 0.030 0.029
N 2.330 0.109 -0.273
N 0.055 0.028 0.548
I -4.802 1.155 0.141
I -3.175 -0.957 -0.040
H 2.774 -0.942 -0.255
H 2.581 0.931 -0.730
H -0.847 -0.353 0.581


9
Properties=species:S:1:pos:R:3 method="wB97M-V/def2-TZVPD" homo_ha=-0.354 homo_lumo_gap_ev=8.3 charge=0 relative_energy_kj_mol=149.2
C 0.734 -0.594 -1.020
O 0.852 1.480 1.070
O -1.313 0.641 -0.021
P 0.045 0.182 0.520
I -2.534 1.812 0.980
I -0.454 -1.269 2.463
H -0.074 -0.629 -1.753
H 1.677 -0.048 -1.455
H 1.067 -1.576 -0.784


7
Properties=species:S:1:pos:R:3 method="wB97M-V/def2-TZVPD" homo_ha=-0.333 smiles=CP(I)I homo_lumo_gap_ev=8.7 charge=0 relative_energy_kj_mol=0.0
C -0.849 0.000 -0.005
P 0.775 0.000 -0.886
I 1.806 1.919 0.218
I 1.807 -1.918 0.218
H -1.405 -0.887 -0.313
H -1.403 0.888 -0.311
H -0.732 -0.001 1.078


9
Properties=species:S:1:pos:R:3 method="wB97M-V/def2-TZVPD" homo_ha="-0.328 / -0.335" homo_lumo_gap_ev="6.5 / 6.5" charge=0 relative_energy_kj_mol=280.7
C 0.267 -1.413 -0.328
P -0.172 1.261 0.241
S 0.884 0.468 2.756
S 0.920 0.135 -1.055
I -2.541 1.117 -0.660
I 0.505 3.381 -0.552
H -0.810 -1.231 -0.409
H 0.453 -1.314 0.716
H 0.494 -2.405 -0.709


8
Properties=species:S:1:pos:R:3 method="wB97M-V/def2-TZVPD" homo_ha="-0.481 / -0.481" homo_lumo_gap_ev="5.7 / 5.7" charge=+1 relative_energy_kj_mol=188.1
C 1.518 0.289 -0.060
P 0.505 -0.705 1.069
I -4.894 1.025 -0.075
I -2.171 0.826 -0.308
I 0.150 -2.827 0.025
H 0.900 0.250 -1.052
H 2.587 -0.141 -0.020
H 1.405 1.283 0.420


8
Properties=species:S:1:pos:R:3 method="wB97M-V/def2-TZVPD" homo_ha=-0.340 homo_lumo_gap_ev=8.7 charge=0 relative_energy_kj_mol=267.0
C -0.241 -0.076 -1.238
Si 0.149 -0.448 1.059
I 0.264 1.882 -1.973
I -1.915 0.207 2.304
I 1.956 1.203 1.544
H 0.299 -0.823 -1.997
H -1.285 -0.310 -1.285
H 0.772 -1.635 1.586


8
Properties=species:S:1:pos:R:3 method="wB97M-V/def2-TZVPD" homo_ha=-0.333 homo_lumo_gap_ev=7.3 charge=0 relative_energy_kj_mol=672.0
C -0.780 0.346 2.015
Si 0.993 -0.144 -0.686
I -1.690 -1.484 1.512
I -1.461 1.974 0.697
I -0.712 -0.841 -2.345
H 2.117 -1.008 -0.789
H 0.551 -0.086 0.683
H 0.982 1.245 -1.089


7
Properties=species:S:1:pos:R:3 method="wB97M-V/def2-TZVPD" homo_ha=-0.362 homo_lumo_gap_ev=8.7 charge=0 relative_energy_kj_mol=46.7
C -1.515 -1.532 0.344
N 1.702 0.295 0.214
N -1.881 -0.459 0.082
I -2.839 1.207 -0.409
H 1.348 -0.658 0.395
H 0.824 0.888 0.031
H 2.361 0.259 -0.656


8
Properties=species:S:1:pos:R:3 method="wB97M-V/def2-TZVPD" homo_ha=-0.347 smiles="[H]/N=N/OCI" homo_lumo_gap_ev=9.5 charge=0 relative_energy_kj_mol=275.1
H 0.343 -3.149 -0.012
N -0.042 -2.204 -0.192
N 0.688 -1.194 -0.010
O 0.128 -0.012 -0.497
C 1.138 1.270 -0.290
I 2.262 1.146 1.553
H 0.466 2.040 -0.140
H 1.843 1.311 -1.227


9
Properties=species:S:1:pos:R:3 method="wB97M-V/def2-TZVPD" spin_multiplicity=3 homo_ha="-0.260 / -0.342" homo_lumo_gap_ev="7.4 / 6.9" charge=0 relative_energy_kj_mol=151.9
C -0.278 -1.211 0.151
N -1.758 0.689 -0.185
N -1.319 -0.617 0.206
O 0.496 -2.060 0.115
O 1.211 1.347 0.191
I 2.706 0.286 0.073
H -2.304 0.948 0.724
H -0.870 1.196 -0.223
H 2.116 -0.578 -1.050


7
Properties=species:S:1:pos:R:3 method="wB97M-V/def2-TZVPD" homo_ha="-0.117 / -0.117" homo_lumo_gap_ev="6.6 / 6.6" charge=-1 relative_energy_kj_mol=704.4
C 0.688 0.223 -0.024
N -0.324 -0.466 -0.746
O -1.208 -1.442 1.324
I -1.971 0.603 -0.919
H 0.980 -0.534 0.698
H 1.500 0.494 -0.807
H 0.334 1.121 0.474


7
Properties=species:S:1:pos:R:3 method="wB97M-V/def2-TZVPD" homo_ha=-0.301 homo_lumo_gap_ev=6.3 charge=0 relative_energy_kj_mol=143.0
C 0.510 -0.438 0.741
N 0.691 -0.623 -0.539
P 0.440 -0.328 -2.017
I -1.781 1.462 0.726
H 0.053 -1.192 1.469
H 0.799 0.584 1.207
H -0.712 0.536 -1.588


7
Properties=species:S:1:pos:R:3 method="wB97M-V/def2-TZVPD" homo_ha="-0.375 / -0.375" smiles=OCOI homo_lumo_gap_ev="7.6 / 7.5" charge=0 relative_energy_kj_mol=269.5
O 0.770 -1.032 0.156
C 0.507 0.283 -0.224
O -0.575 0.912 0.428
I -2.706 -0.058 -0.079
H 0.519 -1.147 1.021
H 1.389 1.003 -0.020
H 0.097 0.038 -1.283


9
Properties=species:S:1:pos:R:3 method="wB97M-V/def2-TZVPD" homo_ha="-0.344 / -0.345" homo_lumo_gap_ev="7.7 / 5.9" charge=0 relative_energy_kj_mol=246.1
C 0.461 0.820 -0.126
O 1.103 -1.878 -1.531
O -0.250 -0.514 2.053
S 1.097 -2.081 -0.081
S -0.433 -0.609 0.614
I -3.809 0.983 -0.154
H 0.845 0.532 -1.099
H -0.267 1.620 -0.231
H 1.252 1.127 0.555


9
Properties=species:S:1:pos:R:3 method="wB97M-V/def2-TZVPD" homo_ha=-0.140 homo_lumo_gap_ev=4.9 charge=-1 relative_energy_kj_mol=164.7
C 0.544 0.582 0.775
O 0.136 -2.735 -1.179
O 0.707 -0.356 -2.120
O 0.440 -0.754 0.413
P 0.105 -1.248 -1.107
I -3.500 1.746 0.772
H -0.400 0.845 0.997
H 0.760 1.166 -0.078
H 1.208 0.754 1.526


9
Properties=species:S:1:pos:R:3 method="wB97M-V/def2-TZVPD" homo_ha=-0.179 smiles="CO[P@](=O)([O-])I" homo_lumo_gap_ev=7.8 charge=-1 relative_energy_kj_mol=317.3
C -0.990 0.001 -0.820
O -0.510 -0.466 0.373
P 0.818 0.231 1.008
O 0.715 -0.350 2.897
O 0.838 1.590 0.505
I 2.486 -1.139 -0.365
H -1.929 0.455 -0.657
H -1.219 -0.917 -1.639
H -0.209 0.595 -1.302


9
Properties=species:S:1:pos:R:3 method="wB97M-V/def2-TZVPD" homo_ha=-0.389 smiles="COS(=O)(=O)I" homo_lumo_gap_ev=9.6 charge=0 relative_energy_kj_mol=24.5
C -1.182 -0.591 0.196
O -0.385 0.478 0.726
S 0.900 0.804 -0.123
O 1.609 1.826 0.629
O 0.608 1.149 -1.543
I 2.169 -1.183 -0.095
H -0.549 -1.493 0.502
H -1.074 -0.522 -0.931
H -2.095 -0.469 0.640


8
Properties=species:S:1:pos:R:3 method="wB97M-V/def2-TZVPD" homo_ha=-0.334 smiles="C=[PH]=P(=O)I" homo_lumo_gap_ev=7.6 charge=0 relative_energy_kj_mol=124.9
C 1.486 1.055 0.061
P 0.559 -0.275 0.410
P -1.700 -1.164 -0.411
O -2.272 -2.125 0.445
I -2.922 0.939 -0.168
H 2.359 0.992 -0.628
H 1.191 1.997 0.265
H 1.299 -1.419 0.026


8
Properties=species:S:1:pos:R:3 method="wB97M-V/def2-TZVPD" homo_ha=-0.353 homo_lumo_gap_ev=7.9 charge=0 relative_energy_kj_mol=39.3
C 0.212 0.214 -0.284
O 1.608 0.393 3.079
S 4.388 -0.159 3.193
S 2.907 1.030 3.047
I 2.024 1.344 -0.417
H -0.534 0.661 -0.928
H 0.424 -0.804 -0.592
H -0.104 0.231 0.751


8
Properties=species:S:1:pos:R:3 method="wB97M-V/def2-TZVPD" homo_ha="-0.348 / -0.348" homo_lumo_gap_ev="7.1 / 7.6" charge=0 relative_energy_kj_mol=485.6
C -1.204 -0.109 0.205
O 0.664 0.373 -1.975
S 0.061 -0.674 1.360
S 1.584 -0.608 0.063
I 3.178 1.071 0.585
H -1.301 -0.747 -0.635
H -0.853 0.805 -0.366
H -2.129 -0.112 0.763


7
Properties=species:S:1:pos:R:3 method="wB97M-V/def2-TZVPD" homo_ha="-0.311 / -0.311" homo_lumo_gap_ev="8.1 / 8.1" charge=0 relative_energy_kj_mol=340.2
C -1.366 0.125 -0.180
S 1.167 1.773 -0.401
S -0.721 1.663 0.397
I -3.401 -0.069 0.040
H -1.047 -0.638 -0.924
H -1.002 -1.146 1.180
H 1.571 0.744 0.337


7
Properties=species:S:1:pos:R:3 method="wB97M-V/def2-TZVPD" spin_multiplicity=3 homo_ha="-0.321 / -0.333" homo_lumo_gap_ev="9.4 / 5.7" charge=0 relative_energy_kj_mol=24.0
C 1.485 0.163 0.648
S 0.652 -1.194 -0.230
S 2.069 -2.542 0.107
I -3.918 -0.511 0.065
H 2.035 0.727 0.015
H 2.126 -0.366 1.449
H 0.719 0.827 1.205


5
Properties=species:S:1:pos:R:3 method="wB97M-V/def2-TZVPD" homo_ha=-0.341 homo_lumo_gap_ev=9.3 charge=0 relative_energy_kj_mol=352.0
C -0.028 -0.069 -0.209
N -0.100 0.211 0.971
H 0.051 -1.903 -0.975
H 0.146 0.594 -0.970
H -0.069 1.168 1.182


8
Properties=species:S:1:pos:R:3 method="wB97M-V/def2-TZVPD" homo_ha=-0.151 homo_lumo_gap_ev=8.9 charge=-1 relative_energy_kj_mol=432.3
C 0.935 -0.384 1.017
N 1.704 -0.106 0.198
N -1.461 0.363 -0.572
O -1.268 -1.012 -0.017
O 2.590 0.352 -0.618
H -0.555 0.701 -0.865
H -0.217 -0.833 0.572
H -1.729 0.918 0.285


8
Properties=species:S:1:pos:R:3 method="wB97M-V/def2-TZVPD" homo_ha=-0.633 smiles="N[N+](=O)C=O" homo_lumo_gap_ev=10.3 charge=+1 relative_energy_kj_mol=155.7
N 1.054 -0.769 0.053
N 0.341 0.310 0.042
O 0.835 1.395 0.133
C -1.302 0.404 -0.089
O -1.875 -0.604 0.122
H 0.373 -1.598 -0.098
H 2.041 -0.660 0.174
H -1.467 1.521 -0.338


9
Properties=species:S:1:pos:R:3 method="wB97M-V/def2-TZVPD" homo_ha=-0.086 homo_lumo_gap_ev=6.2 charge=-1 relative_energy_kj_mol=194.8
C 1.714 -0.082 0.126
N -1.001 1.028 -0.397
N -0.432 0.240 0.608
O 2.128 -0.845 0.918
O 1.767 0.650 -0.811
S -1.370 -0.888 1.257
H -1.400 0.361 -1.082
H -0.150 1.472 -0.691
H -1.258 -1.937 0.072


9
Properties=species:S:1:pos:R:3 method="wB97M-V/def2-TZVPD" homo_ha=-0.623 smiles="C#[N+]S(N)(=O)=O" homo_lumo_gap_ev=12.1 charge=+1 relative_energy_kj_mol=178.1
C -1.259 1.961 -0.167
N -0.564 1.061 0.092
S 0.989 -0.280 0.141
N 0.079 -1.626 0.054
O 1.508 0.094 -1.074
O 1.299 0.026 1.470
H -1.882 2.847 -0.446
H -0.487 -1.719 -0.738
H 0.316 -2.364 0.669


Number 1: E_tot -791.97529 hartree. Number 2: E_tot -791.91352 hartree. Number 3: E_tot -704.32347 hartree. Number 4: E_tot -628.89742 hartree. Number 5: E_tot -2139.37690 hartree. Number 6: E_tot -492.15175 hartree. Number 7: E_tot -778.72508 hartree. Number 8: E_tot -778.64572 hartree. Number 9: E_tot -324.49400 hartree. Number 10: E_tot -324.45050 hartree. Number 11: E_tot -743.14927 hartree. Number 12: E_tot -613.14266 hartree. Number 13: E_tot -537.83292 hartree. Number 14: E_tot -744.49873 hartree. Number 15: E_tot -1127.13652 hartree. Number 16: E_tot -976.67965 hartree. Number 17: E_tot -1772.95762 hartree. Number 18: E_tot -1274.02905 hartree. Number 19: E_tot -1222.49173 hartree. Number 20: E_tot -1222.33748 hartree. Number 21: E_tot -447.02573 hartree. Number 22: E_tot -522.21215 hartree. Number 23: E_tot -597.32627 hartree. Number 24: E_tot -467.37913 hartree. Number 25: E_tot -733.61422 hartree. Number 26: E_tot -487.97421 hartree. Number 27: E_tot -1284.34876 hartree. Number 28: E_tot -904.78804 hartree. Number 29: E_tot -904.72989 hartree. Number 30: E_tot -961.45332 hartree. Number 31: E_tot -1095.49669 hartree. Number 32: E_tot -1209.17810 hartree. Number 33: E_tot -1209.00810 hartree. Number 34: E_tot -1133.83034 hartree. Number 35: E_tot -1133.90452 hartree. Number 36: E_tot -94.48911 hartree. Number 37: E_tot -299.76557 hartree. Number 38: E_tot -299.48932 hartree. Number 39: E_tot -698.06361 hartree. Number 40: E_tot -697.71218 hartree.